Formula: C7H16N2
Source: the OMol25 dataset
Level of theory: ωB97M-V/def2-TZVPD

As for the energy relative to the best compared isomer or geometry (same formula, charge and spin): 117.3 kcal/mol. The strongest force on any atom is 4.28 eV/A. The HOMO energy is -7.4413 eV. For the gap between HOMO and LUMO, the calculation gives 8.140 eV. As for the total charge: 0. The LUMO energy is 0.699 eV.

Element x y z (Å)
C  1.6174  -0.5373  -0.4498
C  0.8839  -0.1917  1.8023
C  -0.0129  1.6146  -1.4514
N  0.4993  -0.0784  0.3872
C  -0.2187  1.1897  -0.0033
C  -0.2498  2.2237  0.9098
H  2.4943  0.0978  -0.3008
H  1.3472  -0.5280  -1.4993
H  1.8582  -1.5619  -0.1666
H  1.1148  -1.2373  2.0019
H  1.7354  0.4515  2.0265
H  0.0607  0.1027  2.4448
H  -0.3289  0.8435  -2.1521
H  -0.6248  2.4954  -1.6361
H  1.0212  1.8882  -1.6623
H  -0.5209  3.2108  0.5681
H  -0.2383  2.0927  1.9789
C  -1.1613  -1.8753  -1.2283
C  -1.1914  -1.1599  0.0921
N  -1.5907  -1.7826  1.1191
H  -1.5555  -1.2781  1.9990
H  -1.4371  0.1996  -0.1092
H  -0.8094  -1.2372  -2.0344
H  -0.5172  -2.7541  -1.1667
H  -2.1754  -2.1885  -1.4694

Results of the Löwdin charge analysis, in e, for atoms 1 through 6: atom 1 (C): -0.069, atom 2 (C): -0.087, atom 3 (C): -0.061, atom 4 (N): -0.269, atom 5 (C): -0.405, atom 6 (C): 0.061

=====

Formula: C7H16N2
Source: the OMol25 dataset
Level of theory: ωB97M-V/def2-TZVPD

As for the energy relative to the best compared isomer or geometry (same formula, charge and spin): 32.3 kcal/mol. The strongest force on any atom is 1.62 eV/A. The HOMO energy is -7.7701 eV. The SMILES is CC/C(C)=C(/N)N(C)C. For the gap between HOMO and LUMO, the calculation gives 8.714 eV. As for the total charge: 0. The LUMO energy is 0.944 eV.

Element x y z (Å)
C  1.9773  0.3020  -1.2506
C  0.5996  0.1719  -1.8749
C  -0.7277  0.0022  -1.0396
C  -1.9804  -0.2146  -1.8475
C  -0.7357  -0.0943  0.2906
N  -1.8732  -0.4349  1.0495
N  0.4758  0.0155  1.0350
C  0.8197  -1.1981  1.7510
C  0.5319  1.1907  1.8834
H  2.7110  0.4524  -2.0442
H  2.2525  -0.6063  -0.7241
H  2.0338  1.1496  -0.5742
H  0.6070  -0.6720  -2.5740
H  0.4191  1.0667  -2.4814
H  -2.2036  -1.2703  -1.9603
H  -2.8654  0.2813  -1.3863
H  -1.8417  0.2055  -2.8463
H  -1.8928  0.0065  1.9589
H  -2.7483  -0.3324  0.5596
H  0.7247  -2.0432  1.0730
H  1.8550  -1.1229  2.0879
H  0.1812  -1.3786  2.6280
H  -0.1232  1.1283  2.7693
H  0.2417  2.0628  1.2974
H  1.5617  1.3324  2.2197

Results of the Löwdin charge analysis, in e, for atoms 1 through 6: atom 1 (C): -0.120, atom 2 (C): -0.195, atom 3 (C): -0.217, atom 4 (C): -0.071, atom 5 (C): -0.371, atom 6 (N): 0.125

=====

Formula: C7H16N2O
Source: the OMol25 dataset
Level of theory: ωB97M-V/def2-TZVPD

As for the energy relative to the best compared isomer or geometry (same formula, charge and spin): 115.9 kcal/mol. The strongest force on any atom is 4.92 eV/A. The HOMO energy is -7.7421 eV. The SMILES is C=C(C)NC.C=C(C)NO. For the gap between HOMO and LUMO, the calculation gives 8.590 eV. As for the total charge: 0. The LUMO energy is 0.848 eV.

Element x y z (Å)
C  -1.6249  0.4263  1.4697
C  -1.4577  -0.1591  0.2763
C  -2.1064  -1.4590  -0.0937
N  -0.6711  0.4167  -0.7587
C  -0.7565  1.8601  -0.9612
H  -1.1999  1.3861  1.7083
H  -2.1746  -0.0779  2.2465
H  -2.8601  -1.3093  -0.8711
H  -1.3652  -2.1656  -0.4660
H  -2.5800  -1.9051  0.7767
H  -0.7968  -0.0945  -1.6217
H  -0.1677  2.3333  -0.1800
H  -1.7822  2.2374  -0.9122
H  -0.3181  2.1088  -1.9214
C  1.9215  1.0208  0.6083
C  1.4876  -0.0405  -0.0802
C  2.1155  -0.4600  -1.3791
N  0.9565  -1.3187  0.6823
O  0.8700  -1.1797  2.0898
H  1.4977  1.3078  1.5546
H  2.6955  1.6563  0.2149
H  2.4287  0.4019  -1.9620
H  2.9945  -1.0904  -1.2046
H  1.3983  -1.0446  -1.9571
H  1.4463  -2.1945  0.5220
H  0.0491  -0.6567  2.2196

Results of the Löwdin charge analysis, in e, for atoms 1 through 6: atom 1 (C): 0.014, atom 2 (C): -0.427, atom 3 (C): -0.044, atom 4 (N): -0.082, atom 5 (C): -0.085, atom 6 (H): 0.060

=====

Formula: C7H16N2O2
Source: the OMol25 dataset
Level of theory: ωB97M-V/def2-TZVPD

As for the energy relative to the best compared isomer or geometry (same formula, charge and spin): 35.2 kcal/mol. The strongest force on any atom is 1.79 eV/A. The HOMO energy is -9.6326 eV. The SMILES is CC(C)C(N)=O.CC/C=N/O. For the gap between HOMO and LUMO, the calculation gives 10.385 eV. As for the total charge: 0. The LUMO energy is 0.753 eV.

Element x y z (Å)
C  -0.3103  0.3611  2.1177
C  -0.3427  -1.0846  2.5635
C  -1.7312  -1.7428  2.3148
C  0.7850  -1.8701  1.9128
N  0.7455  -1.9081  0.5201
O  1.7285  -2.3347  2.5326
H  0.6057  0.8693  2.4453
H  -1.1634  0.9105  2.5396
H  -0.3657  0.4788  1.0322
H  -0.1153  -1.1208  3.6383
H  -2.5005  -1.1726  2.8512
H  -1.9802  -1.7777  1.2440
H  -1.7319  -2.7581  2.7134
H  1.3721  -2.6345  0.1660
H  -0.1897  -1.9463  0.1135
C  -0.4861  0.1557  -1.8278
C  -0.3232  1.6882  -1.8289
C  0.6504  2.1505  -2.8763
N  1.9243  2.1424  -2.6862
O  2.5330  2.7791  -3.7594
H  0.4604  -0.3051  -1.5219
H  -0.7843  -0.2309  -2.8052
H  -1.2518  -0.1894  -1.1118
H  -1.2786  2.1599  -2.0766
H  -0.0065  2.0357  -0.8369
H  0.2911  2.4918  -3.8441
H  3.4654  2.8526  -3.5298

Results of the Löwdin charge analysis, in e, for atoms 1 through 6: atom 1 (C): -0.068, atom 2 (C): -0.351, atom 3 (C): -0.055, atom 4 (C): -0.511, atom 5 (N): 0.148, atom 6 (O): 0.058

=====

Formula: C7H16N2O3
Source: the OMol25 dataset
Level of theory: ωB97M-V/def2-TZVPD

As for the energy relative to the best compared isomer or geometry (same formula, charge and spin): 53.2 kcal/mol. The strongest force on any atom is 4.23 eV/A. The HOMO energy is -9.5804 eV. The SMILES is C/C(C=O)=N\O.CC[C@H](O)CN. For the gap between HOMO and LUMO, the calculation gives 9.541 eV. As for the total charge: 0. The LUMO energy is -0.040 eV.

Element x y z (Å)
C  1.2396  2.2657  -3.6699
C  1.3971  0.9794  -2.9901
C  2.3345  -0.0763  -3.3981
O  2.5032  -1.1885  -2.8259
N  0.6227  0.6003  -2.0285
O  -0.2899  1.6079  -1.6703
H  0.5344  2.9385  -3.2517
H  2.2295  2.6812  -3.7771
H  0.8549  2.0205  -4.6862
H  2.8628  0.1482  -4.3401
H  -0.6963  1.1569  -0.8986
C  -0.5641  -2.8112  2.2057
C  -0.9649  -1.6325  1.2020
C  -1.6093  -0.3583  1.8379
O  -1.7726  0.5123  0.7246
C  -0.7294  0.3041  2.8296
N  0.6141  0.7376  2.4569
H  0.3180  -2.5874  2.7595
H  -0.3622  -3.7345  1.6063
H  -1.3359  -3.0922  2.9350
H  -1.7118  -1.9712  0.4731
H  -0.0653  -1.3069  0.6415
H  -2.6109  -0.7167  2.3058
H  -2.4199  1.1517  0.9495
H  -1.2765  1.1964  3.1939
H  -0.6513  -0.3337  3.7083
H  1.0870  -0.0340  1.9131
H  0.4627  1.5427  1.7938

Results of the Löwdin charge analysis, in e, for atoms 1 through 6: atom 1 (C): -0.029, atom 2 (C): -0.336, atom 3 (C): -0.176, atom 4 (O): 0.014, atom 5 (N): 0.092, atom 6 (O): -0.053

=====

Formula: C7H16N2OS
Source: the OMol25 dataset
Level of theory: ωB97M-V/def2-TZVPD

As for the energy relative to the best compared isomer or geometry (same formula, charge and spin): 11.3 kcal/mol. The strongest force on any atom is 6.01 eV/A. The HOMO energy (spin up / spin down) is -15.8605 / -15.8609 eV. For the gap between HOMO and LUMO (spin up / spin down), the calculation gives 7.539 / 7.538 eV. As for the total charge: +2. The LUMO energy (spin up / spin down) is -8.322 / -8.323 eV.

Element x y z (Å)
C  0.3243  1.3458  -0.8887
C  1.9760  -0.9356  -0.1016
C  -1.0295  1.7940  -0.4902
C  -0.2626  -0.3253  0.6552
C  0.8113  0.1028  -0.2848
C  -1.5374  0.5430  0.3857
C  -3.4832  -1.3065  0.2336
N  5.1569  0.5271  0.5641
N  -2.6205  -0.1228  -0.3720
O  -3.0163  -2.4592  -0.2771
S  3.5785  -0.6651  -0.6048
H  1.0244  1.9688  -1.5771
H  -0.9287  2.7678  0.0347
H  -1.5872  2.0147  -1.4322
H  -0.6257  -1.3118  0.5355
H  -0.0083  -0.2158  1.7328
H  1.7760  -1.7886  0.5580
H  -1.9992  1.1274  1.2965
H  -3.0870  -1.3559  1.4076
H  -4.5740  -1.1542  0.1090
H  5.4158  -0.2806  1.1639
H  4.6032  0.8866  1.4022
H  5.8494  1.1318  0.2801
H  -2.1822  -0.5571  -1.3262
H  -3.3158  0.5727  -0.5680
H  -3.5211  -2.8568  -1.0922
H  3.2629  0.5531  -1.3439

Results of the Löwdin charge analysis, in e, for atoms 1 through 6: atom 1 (C): 0.002, atom 2 (C): -0.326, atom 3 (C): -0.116, atom 4 (C): -0.157, atom 5 (C): -0.198, atom 6 (C): -0.238